DFT (wB97M-V/def2-TZVPD) results for a structure of composition C31H42ClIrN3O4Si.

The max |F| comes out at 0.62 eV/Å. Its HOMO-LUMO gap is 8.06 eV. As for the relative energy (zero: lowest compared OMol25 entry of this formula, charge and spin): 0.00 kcal per mole. As for the net charge: +1.

Last column: Löwdin charge in e.
Geometry (Å):
1 Ir -1.0397 -0.0269 0.6835  1.433
2 C -3.3703 -0.1448 2.4061  -0.130
3 C -3.1732 -1.5068 1.7427  -0.154
4 N -2.6140 -1.3185 0.3765  -0.178
5 C -3.5623 -0.7130 -0.6074  -0.131
6 C -2.8898 0.4303 -1.3604  -0.142
7 N -2.1671 1.3040 -0.3864  -0.148
8 C -3.0685 2.1908 0.4265  -0.119
9 C -2.5860 2.1564 1.8577  -0.139
10 N -2.2007 0.7583 2.1687  -0.170
11 H -3.5320 -0.2719 3.4763  0.140
12 H -4.2576 0.3460 2.0069  0.113
13 H -4.1205 -2.0518 1.7231  0.136
14 H -2.4439 -2.0991 2.2953  0.128
15 H -2.2240 -2.1922 0.0273  0.130
16 H -4.4340 -0.3518 -0.0620  0.114
17 H -3.9168 -1.4632 -1.3130  0.140
18 H -3.6290 1.0080 -1.9211  0.139
19 H -2.1393 0.0480 -2.0533  0.113
20 H -1.5138 1.8934 -0.8992  0.138
21 H -4.0901 1.8245 0.3276  0.119
22 H -3.0422 3.2069 0.0336  0.111
23 H -3.3501 2.5153 2.5493  0.146
24 H -1.6921 2.7655 1.9749  0.100
25 H -1.5427 0.7663 2.9577  0.106
26 C 1.6482 4.1143 -0.3372  -0.015
27 C 0.5478 4.5278 0.6001  -0.185
28 C -0.6115 5.1122 0.0950  -0.075
29 C -1.6106 5.5709 0.9383  -0.685
30 Cl -3.0674 6.2291 0.2516  0.676
31 C -1.4675 5.4992 2.3134  -0.106
32 C -0.3318 4.8953 2.8280  0.010
33 C 0.6538 4.3911 1.9873  -0.250
34 O 1.7451 3.8310 2.6021  -0.014
35 C 2.0926 2.4967 2.2297  -0.073
36 C 0.8531 1.6045 2.1670  -0.565
37 O 0.2688 1.2580 3.1936  0.039
38 O 0.4482 1.3460 0.9503  -0.214
39 H 1.5027 4.5726 -1.3136  0.087
40 H 1.6767 3.0304 -0.4680  0.063
41 H 2.6192 4.4315 0.0448  0.101
42 H -0.7203 5.2403 -0.9750  0.114
43 H -2.2348 5.8926 2.9660  0.113
44 H -0.1864 4.7988 3.8960  0.135
45 H 2.7459 2.1365 3.0213  0.146
46 H 2.6214 2.4736 1.2796  0.098
47 C 3.2033 -1.7538 1.3479  -0.077
48 C 3.0575 -1.5146 -0.1602  -0.601
49 C 3.2640 -0.0288 -0.4708  -0.088
50 C 4.1272 -2.3149 -0.9135  -0.086
51 Si 1.3360 -2.0976 -0.6728  0.540
52 O 0.1181 -1.4996 0.2764  -0.460
53 C 0.8541 -1.4931 -2.3913  -0.205
54 C 0.6499 -0.1205 -2.5925  -0.134
55 C 0.2398 0.3783 -3.8205  -0.094
56 C 0.0193 -0.4923 -4.8821  -0.083
57 C 0.2132 -1.8526 -4.7048  -0.073
58 C 0.6261 -2.3456 -3.4712  -0.075
59 C 1.1814 -3.9582 -0.5315  -0.219
60 C 1.8868 -4.8421 -1.3551  -0.108
61 C 1.7494 -6.2162 -1.2223  -0.072
62 C 0.9045 -6.7395 -0.2539  -0.079
63 C 0.1992 -5.8835 0.5784  -0.082
64 C 0.3372 -4.5094 0.4359  -0.100
65 H 4.1999 -1.4459 1.6799  0.091
66 H 3.0799 -2.8091 1.6031  0.084
67 H 2.4684 -1.1826 1.9212  0.072
68 H 4.2310 0.2953 -0.0717  0.094
69 H 2.4857 0.5955 -0.0311  0.041
70 H 3.2779 0.1560 -1.5472  0.083
71 H 5.1169 -1.9173 -0.6694  0.091
72 H 4.0043 -2.2424 -1.9978  0.085
73 H 4.1205 -3.3690 -0.6334  0.074
74 H 0.8344 0.5753 -1.7771  0.078
75 H 0.1117 1.4453 -3.9608  0.103
76 H -0.2935 -0.1079 -5.8443  0.106
77 H 0.0446 -2.5345 -5.5283  0.108
78 H 0.7546 -3.4143 -3.3506  0.093
79 H 2.5561 -4.4595 -2.1175  0.100
80 H 2.3046 -6.8795 -1.8728  0.108
81 H 0.7995 -7.8112 -0.1462  0.107
82 H -0.4524 -6.2872 1.3430  0.103
83 H -0.2049 -3.8492 1.1040  0.083

DFT (wB97M-V/def2-TZVPD) results for a cluster of 2 separate species, C4H3F3 in total at a distorted geometry.

The max |F| comes out at 3.58 eV/Å. Its HOMO-LUMO gap is 10.17 eV. As for the relative energy (zero: lowest compared OMol25 entry of this formula, charge and spin): 89.75 kcal per mole.

Last column: Löwdin charge in e.
Geometry (Å):
1 C -0.7129 1.0072 0.0038  -0.104
2 C 0.1376 1.4998 -0.6669  -0.137
3 C 2.6089 -1.6009 0.0695  -0.109
4 C -1.7518 0.2184 0.5942  -0.110
5 F 1.2360 2.0652 -1.0194  0.108
6 F 1.3646 -1.8870 -0.2570  0.027
7 F 3.0906 -1.1365 -1.0095  0.088
8 H -2.0904 0.5728 1.5067  0.043
9 H -1.2931 -0.8455 0.8420  0.124
10 H -2.5895 0.1067 -0.0634  0.071

DFT (wB97M-V/def2-TZVPD) results for a structure of composition C30H39GeN2O2ReS3.

The max |F| comes out at 0.22 eV/Å. Its HOMO-LUMO gap (spin up / spin down) is 6.63 / 6.39 eV. As for the relative energy (zero: lowest compared OMol25 entry of this formula, charge and spin): 29.00 kcal per mole. As for the net charge: +1. As for the spin multiplicity: 2.

Last column: Mulliken spin population.
Geometry (Å):
1 Re 0.3198 -0.1892 1.0069  1.174
2 C 3.6735 -1.0316 -0.0560  0.030
3 C 2.7896 -1.9673 -0.8601  -0.011
4 S 1.0063 -1.8377 -0.4741  -0.057
5 C 0.6558 -3.4385 0.3105  0.023
6 C 1.0758 -3.5029 1.7574  -0.004
7 S 0.4840 -2.0107 2.6648  -0.003
8 C 2.0057 -1.5288 3.5298  0.009
9 C 2.9721 -0.6779 2.7069  -0.021
10 S 4.1014 -1.5940 1.6137  0.001
11 H 3.2210 -0.0386 0.0092  -0.017
12 H 4.6283 -0.9132 -0.5700  0.000
13 H 3.1021 -3.0048 -0.7367  -0.001
14 H 2.8665 -1.7110 -1.9191  0.004
15 H 1.1320 -4.2274 -0.2729  -0.001
16 H -0.4253 -3.5451 0.1998  -0.005
17 H 2.1596 -3.5337 1.8471  -0.001
18 H 0.6456 -4.3683 2.2594  0.001
19 H 2.4902 -2.4352 3.8948  0.002
20 H 1.6943 -0.9521 4.3978  -0.005
21 H 3.5999 -0.1227 3.4074  0.000
22 H 2.4412 0.0841 2.1114  0.075
23 N -0.7897 2.8668 4.3243  0.000
24 C 0.5783 3.4759 4.4020  0.000
25 C 1.5950 2.3423 4.3096  -0.014
26 N 1.3889 1.3037 5.3058  0.000
27 C 0.0253 0.7991 5.3165  0.004
28 C -1.0252 1.8940 5.4382  0.000
29 H -0.8501 2.3259 3.4115  -0.001
30 H -1.5041 3.5915 4.3235  0.000
31 H 0.6481 4.0150 5.3474  0.000
32 H 0.6802 4.1790 3.5766  0.000
33 H 2.5993 2.7518 4.4081  0.001
34 H 1.5129 1.9047 3.3078  0.020
35 H 1.6849 1.6073 6.2254  0.000
36 H -0.0980 0.0833 6.1283  0.000
37 H -0.1523 0.2637 4.3763  -0.001
38 H -0.9443 2.4409 6.3782  0.000
39 H -2.0350 1.5001 5.3331  0.000
40 O -1.8845 1.4661 0.0615  -0.011
41 C -1.8001 1.8261 1.2632  -0.064
42 O -0.9166 1.4008 2.0588  0.010
43 H -2.5439 2.5525 1.5966  -0.002
44 C -0.7849 0.4638 -0.3567  -0.100
45 Ge -1.1040 0.0566 -2.2540  -0.077
46 C 0.6585 -0.0150 -3.1027  -0.024
47 C 0.9401 -0.8471 -4.1850  0.000
48 C 2.2005 -0.8560 -4.7696  0.000
49 C 3.1972 -0.0156 -4.2918  -0.001
50 C 2.9256 0.8349 -3.2289  0.004
51 C 1.6681 0.8296 -2.6384  0.081
52 C -2.1102 1.5168 -3.0759  0.003
53 C -3.0841 1.2808 -4.0432  -0.001
54 C -3.7306 2.3353 -4.6762  0.000
55 C -3.4045 3.6434 -4.3538  0.000
56 C -2.4255 3.8951 -3.4015  0.000
57 C -1.7861 2.8392 -2.7702  -0.004
58 C -2.1087 -1.6102 -2.4323  0.001
59 C -1.5120 -2.8406 -2.7047  0.002
60 C -2.2650 -4.0067 -2.7418  0.000
61 C -3.6306 -3.9612 -2.4992  0.000
62 C -4.2395 -2.7456 -2.2224  -0.001
63 C -3.4832 -1.5818 -2.1911  -0.007
64 H 0.1703 -1.4964 -4.5866  -0.001
65 H 2.4004 -1.5120 -5.6073  0.000
66 H 4.1757 -0.0155 -4.7545  0.000
67 H 3.6931 1.5062 -2.8623  0.000
68 H 1.4706 1.4856 -1.7968  -0.012
69 H -3.3446 0.2636 -4.3130  0.000
70 H -4.4855 2.1330 -5.4252  0.000
71 H -3.9055 4.4658 -4.8479  0.000
72 H -2.1583 4.9158 -3.1574  0.000
73 H -1.0166 3.0509 -2.0350  0.002
74 H -0.4450 -2.8941 -2.8863  0.000
75 H -1.7859 -4.9518 -2.9661  0.000
76 H -4.2190 -4.8691 -2.5305  0.000
77 H -5.3049 -2.7028 -2.0348  0.000
78 H -3.9747 -0.6385 -1.9778  0.001

DFT (wB97M-V/def2-TZVPD) results for a cluster of 2 separate species, C6H9O2 in total at a distorted geometry.

The max |F| comes out at 3.03 eV/Å. Its HOMO-LUMO gap is 11.03 eV. As for the relative energy (zero: lowest compared OMol25 entry of this formula, charge and spin): 10.77 kcal per mole. As for the net charge: +1.

Last column: Löwdin charge in e.
Geometry (Å):
1 C 2.6930 0.2924 -0.5017  0.044
2 C -0.8454 0.5484 -1.1088  -0.156
3 C -1.2745 0.9398 0.2971  -0.156
4 C -0.4269 -0.8334 -0.8235  -0.120
5 C -0.1399 0.4120 1.2078  -0.083
6 C 0.0733 -0.8702 0.5982  -0.217
7 O 0.6751 -1.9492 0.9542  0.218
8 O 3.5949 0.5025 -1.1098  0.132
9 H 0.9986 -2.1236 1.8861  0.210
10 H -1.7683 0.6105 -1.7295  0.151
11 H 0.0449 1.2042 -1.3141  0.137
12 H -1.2849 2.0268 0.4550  0.133
13 H -2.2533 0.4802 0.5796  0.144
14 H -1.1560 -1.5091 -1.1286  0.134
15 H 0.3702 -1.2403 -1.4739  0.155
16 H 0.6697 1.0480 0.9176  0.113
17 H 0.0295 0.4609 2.2944  0.162